DFT (ωB97M-V/def2-TZVPD) results for C4H6CsFO2 as an isolated structure at a distorted geometry.

The highest occupied orbital energy (spin up / spin down) is -6.925 / -6.927 eV. The value obtained for the LUMO energy (spin up / spin down) is -1.0 / -1.0 eV.

Each line ends with the Mulliken charge.
Cartesian coordinates (Å):
C -1.4650 0.6480 -0.4138  -0.381
C -2.3176 0.5663 0.8359  0.103
O -3.4572 0.1542 0.8560  -0.526
O -0.1472 0.9337 -0.1567  -0.733
H -2.0136 1.3408 -1.0896  0.234
H -1.5475 -0.3321 -0.9390  0.222
H -1.9235 1.1848 1.6796  0.270
Cs 2.2162 3.3022 -1.3861  0.978
C 1.5018 -1.9391 -0.1685  -0.690
C 1.5527 -0.6926 0.2771  0.282
H 1.5840 -2.7430 0.5599  0.255
H 1.6337 -2.2097 -1.2160  0.234
F 2.9122 0.1922 -0.1665  -0.455
H 1.4711 -0.4059 1.3277  0.209

DFT (ωB97M-V/def2-TZVPD) results for a 10-piece molecular cluster, C6H29NO10 overall at a distorted geometry.

The highest occupied orbital energy is -7.881 eV. The structure (SMILES) is N/C=C/CCCC=O.O.O.O.O.O.O.O.O.O. The value obtained for the LUMO energy is -0.1 eV. The energy above the lowest of the compared OMol25 structures with the same formula, charge and spin is 309.7 kJ/mol.

Each line ends with the Mulliken charge.
Cartesian coordinates (Å):
N -0.8534 -2.2949 -2.6684  -0.433
C 0.4102 -2.5260 -2.1527  -0.043
C 1.4246 -1.6452 -2.2528  -0.487
C 2.6987 -1.9615 -1.5354  -0.735
C 3.2742 -0.7659 -0.7268  -0.923
C 2.5545 -0.6709 0.6258  0.300
C 2.4508 0.7360 1.1336  -0.180
O 2.5726 0.9796 2.3160  -0.595
H -1.3577 -3.0794 -3.0401  0.170
H -1.1146 -1.3907 -2.9783  0.148
H 0.6540 -3.5328 -1.8331  0.366
H 1.2699 -0.7960 -2.9049  0.353
H 2.6231 -2.7641 -0.8020  0.288
H 3.4641 -2.2509 -2.2673  0.371
H 4.3577 -0.7764 -0.6391  0.443
H 3.0232 0.1510 -1.2722  0.348
H 1.5303 -1.0499 0.6333  -0.027
H 3.1322 -1.2206 1.3718  0.375
H 2.2720 1.5637 0.4271  0.247
O -0.1474 3.4818 -2.8520  -0.598
H -0.3809 2.5647 -3.0033  0.302
H 0.7662 3.6762 -3.0596  0.294
O -0.5913 0.4240 1.1827  -0.569
H -1.1719 -0.2038 1.6226  0.306
H -1.0614 1.2343 0.9772  0.358
O 0.7413 -0.8864 3.2427  -0.595
H 1.6641 -0.5976 3.2855  0.339
H 0.3187 -0.0831 2.9069  0.351
O -2.7681 2.1546 1.3683  -0.661
H -3.2636 1.3521 1.1648  0.263
H -3.2699 2.8289 0.8868  0.338
O -2.8893 3.2078 -1.1238  -0.655
H -1.9532 3.1127 -0.8976  0.375
H -3.2861 2.3624 -1.3308  0.301
O 0.9517 -3.5348 2.4707  -0.635
H 1.2182 -2.7276 1.9982  0.271
H 0.3485 -3.7687 1.7498  0.302
O -3.3788 -1.3590 2.2289  -0.598
H -3.5636 -0.9914 3.0940  0.313
H -3.4653 -2.3115 2.1791  0.287
O -2.7820 0.0644 -2.5691  -0.638
H -2.8552 -0.4275 -1.7462  0.322
H -3.6403 0.4138 -2.8262  0.302
O -0.0878 2.9440 0.3693  -0.590
H -0.5288 3.0036 1.2284  0.279
H 0.1899 3.8561 0.2168  0.248

DFT (ωB97M-V/def2-TZVPD) results for a 11-piece molecular cluster, C5H28N2O10 overall at a distorted geometry.

The highest occupied orbital energy is -8.558 eV. The structure (SMILES) is CCc1cnc[nH]1.O.O.O.O.O.O.O.O.O.O. The value obtained for the LUMO energy is -0.3 eV. The energy above the lowest of the compared OMol25 structures with the same formula, charge and spin is 166.2 kJ/mol.

Each line ends with the Mulliken charge.
Cartesian coordinates (Å):
C 3.0601 -0.4439 0.7398  -1.279
C 2.3405 0.3426 1.8464  0.036
C 0.9087 -0.0165 2.0436  -0.522
C -0.1100 0.6979 2.5965  0.022
N -1.3120 0.0653 2.3916  -0.589
C -1.0438 -1.0298 1.7423  -0.274
N 0.3212 -1.1472 1.5512  0.055
H 3.4578 0.2420 -0.0032  0.388
H 2.4220 -1.0226 0.0922  0.295
H 3.9494 -0.9619 1.0935  0.277
H 2.9462 0.2120 2.7519  0.502
H 2.4156 1.4211 1.7124  -0.012
H -0.2126 1.5487 3.2498  0.479
H -1.6610 -1.8397 1.3997  0.387
H 0.6737 -1.8906 0.9763  0.262
O -0.1065 4.0447 0.5502  -0.742
H 0.2154 3.3589 -0.0622  0.419
H -1.0186 3.7791 0.7590  0.350
O -1.9441 -3.3866 -2.0043  -0.707
H -1.0887 -3.0437 -2.3281  0.406
H -1.7374 -3.8995 -1.2018  0.350
O 1.6150 3.8963 2.5711  -0.655
H 2.5028 4.1887 2.3202  0.278
H 1.0363 4.1095 1.7981  0.418
O -0.8918 -5.0663 0.1107  -0.678
H -0.5613 -4.5275 0.8329  0.324
H -0.1635 -5.5825 -0.2454  0.319
O 2.4551 0.3948 -1.9566  -0.618
H 1.8465 1.1243 -1.7010  0.336
H 2.7718 0.4525 -2.8588  0.249
O -3.0478 -1.0480 -2.3826  -0.657
H -2.7262 -1.2810 -3.2631  0.241
H -2.9573 -1.9165 -1.9315  0.410
O -2.5615 1.3231 -1.1942  -0.765
H -2.8985 1.7425 -1.9958  0.267
H -2.6588 0.3738 -1.4625  0.464
O -2.8808 2.9974 1.0448  -0.707
H -2.9068 2.2177 0.4567  0.382
H -2.7891 2.6609 1.9537  0.327
O 0.5863 -2.6428 -2.8336  -0.641
H 0.8469 -3.2792 -3.5020  0.284
H 1.1163 -1.8373 -2.8955  0.300
O 0.1889 1.8042 -1.0701  -0.723
H 0.3116 1.2530 -0.2888  0.447
H -0.7100 1.6122 -1.4033  0.295

DFT (ωB97M-V/def2-TZVPD) results for a 40-piece molecular cluster, H80O40 overall at a distorted geometry.

As for the expectation value of S²: 0.76. As for the total charge: +1. Its spin multiplicity is 2. The highest occupied orbital energy (spin up / spin down) is -12.589 / -12.577 eV. The value obtained for the LUMO energy (spin up / spin down) is -3.0 / -9.7 eV. The energy above the lowest of the compared OMol25 structures with the same formula, charge and spin is 837.3 kJ/mol.

Each line ends with the Mulliken charge.
Cartesian coordinates (Å):
H -0.7966 2.3727 5.2228  0.300
H -2.0595 2.7961 4.8440  0.245
O -1.5963 1.9629 4.9013  -0.520
H 1.4626 -1.3628 -5.8157  0.319
H 1.1827 0.0029 -5.2429  0.286
O 0.8621 -0.9171 -5.1683  -0.511
H -5.1041 -1.6544 -0.3213  0.385
H -6.4846 -1.4030 -0.9434  0.267
O -5.8911 -1.0681 -0.2573  -0.648
H 0.4139 -4.4094 3.5230  0.346
H -0.2021 -2.9813 2.9719  0.247
O 0.4612 -3.5843 2.8519  -0.651
H 1.2546 1.9920 -3.3267  0.201
H 2.2214 1.9751 -2.1691  0.201
O 2.0766 1.6234 -3.0455  -0.533
H 4.4313 3.0830 0.0689  0.286
O 3.9290 3.8370 0.3967  -0.538
H -0.5972 -0.8360 -0.5259  0.022
O -0.1136 -1.1121 0.2051  0.297
H 4.3153 -0.3432 0.8481  -0.013
H 5.6252 -0.7059 0.5953  0.306
O 4.8697 -0.3784 0.0936  -0.471
H 1.5790 4.3414 3.3323  0.347
H 1.5795 4.7927 1.8377  0.280
O 1.5977 5.0742 2.7224  -0.635
H 0.4066 -3.6226 -0.6191  0.122
H -0.3450 -2.4351 -1.3914  0.427
O -0.2970 -3.4153 -1.2416  -0.589
H 1.9655 -1.4780 4.1047  0.269
H 1.5842 -2.8801 3.5455  0.503
O 2.2700 -2.3770 4.0707  -0.717
H 4.9412 2.0875 -1.3098  0.253
O 4.0966 1.6555 -1.0887  -0.581
H 1.4888 2.0201 3.0112  0.235
H 0.0836 1.7979 3.3798  0.277
O 0.8179 2.3473 3.6913  -0.633
H -1.1592 2.3209 -3.5592  0.262
H -1.8606 1.0485 -4.1309  0.186
O -1.5371 1.9166 -4.3527  -0.695
H 2.0933 2.1033 -0.1057  0.072
H 1.8786 3.5589 -0.6359  0.251
O 1.4361 2.7205 -0.4211  -0.520
H 3.0535 1.4668 -5.7427  0.276
H 3.0898 1.1842 -4.1486  0.463
O 3.3956 0.8623 -5.0590  -0.728
H 4.9950 -4.0409 -0.4918  0.398
H 4.4881 -2.7804 -0.8822  0.327
O 4.9768 -3.5218 -1.2919  -0.591
H -4.5646 3.8395 -0.2802  0.258
H -4.9904 4.0377 1.2519  0.295
O -4.3581 4.2725 0.5144  -0.571
H -2.7496 -5.3988 0.3781  0.342
O -2.2708 -6.1783 0.6403  -0.612
H 4.3357 -0.8037 -3.9427  0.304
H 4.8529 -1.0007 -2.4304  0.224
O 5.0641 -0.9039 -3.3264  -0.584
H -4.6847 1.5623 -3.1189  0.289
O -4.0610 1.3854 -3.8799  -0.509
H -3.0096 0.3675 3.9728  0.210
H -3.8763 -0.8803 3.6826  0.286
O -3.6397 -0.0355 3.3567  -0.558
H -1.1891 4.6797 3.1465  0.329
H -0.1231 4.1450 4.1655  0.221
O -0.9480 4.0342 3.7721  -0.596
H 2.9909 -4.1534 1.6553  0.208
H 3.8168 -4.2746 0.5357  0.270
O 3.8490 -3.8317 1.4284  -0.567
H 0.2889 -0.4719 -2.8569  0.203
H 1.2209 -0.9446 -1.7112  -0.027
O 0.5104 -1.3029 -2.2652  -0.199
H 4.2047 -0.3687 3.2823  0.276
H 3.7914 0.6658 4.1140  0.269
O 3.7942 0.5111 3.1882  -0.639
H -5.3572 -3.7563 -0.4448  0.293
H -3.9238 -3.3123 -0.9374  0.334
O -4.5926 -3.2435 -0.2690  -0.669
H -0.5520 2.0692 1.3278  0.133
H -1.2691 2.7742 2.4369  0.170
O -1.2712 1.9208 1.9434  -0.014
H -0.8316 -1.2284 1.5890  0.630
H -1.7424 -0.4540 2.7330  -0.063
O -1.1404 -1.1799 2.4955  -0.380
H -3.1396 1.3475 0.2747  0.214
H -2.3180 0.5279 0.9513  -0.312
O -2.7368 0.4292 0.1248  -0.145
H 3.1321 0.2847 1.7253  0.061
H 2.3731 -0.4143 0.4199  -0.063
O 2.4072 0.2604 1.0481  0.530
H -1.1052 -0.1982 6.0074  0.278
O -0.9484 -0.9187 5.4158  -0.521
H 1.4814 -5.6447 -0.0724  0.255
H 2.5569 -5.9044 -0.9075  0.341
O 2.4625 -5.7062 0.0372  -0.639
H -1.8412 -5.9981 1.4763  0.295
H 4.3079 4.1258 1.2764  0.311
H -4.4334 1.9245 -4.5522  0.260
H 0.7687 -1.3747 0.3311  -0.261
H 4.3770 0.6419 -1.1378  0.287
H -0.3235 -1.6799 5.6116  0.286
O -5.8265 1.5799 0.7626  -0.603
H -5.0281 1.8878 1.1326  0.248
H -5.8312 0.6478 0.7065  0.307
O -3.1436 -4.5408 -2.2280  -0.645
H -2.3971 -3.9563 -1.8117  0.292
H -2.6920 -5.3588 -2.4925  0.352
O -1.5772 -0.7677 -3.1695  -0.467
H -2.0938 -0.5018 -4.0201  0.337
H -2.3217 -0.5716 -2.5588  0.160
O -2.1196 5.1020 1.5814  -0.598
H -2.1219 6.0337 1.3228  0.256
H -2.6688 4.7638 0.8098  0.286
O 0.4167 5.4985 -2.9665  -0.603
H 0.6683 4.7798 -3.5730  0.286
H 1.2698 5.9669 -3.0295  0.330
O -0.4684 0.9674 -1.6342  0.509
H 0.0014 1.8037 -1.3662  -0.053
H -1.1391 0.8394 -0.9175  0.128
O -0.9804 -3.3122 -4.0012  -0.246
H -1.1396 -2.5361 -3.4475  0.354
H -0.6423 -3.9153 -3.3100  0.554

What is the formula in the first record?
C4H6CsFO2